This record from the Open Molecules 2025 dataset describes a cluster of 7 separate species, C14H42O14 in total at a distorted geometry. The level of theory is ωB97M-V/def2-TZVPD.

- Energy above the lowest of the compared OMol25 structures with the same formula, charge and spin: 89.4 kcal per mole
- F_max: 4.1 eV/A
- SMILES: OCCO.OCCO.OCCO.OCCO.OCCO.OCCO.OCCO
- Net charge: 0
- Energy: -43857.2174 eV
- HOMO-LUMO gap: 0.3553 Eh

Atoms and positions in Å:
O -3.615545 -4.185384 -0.012306
C -2.315546 -4.690975 -0.018792
C -1.700591 -4.428712 -1.404162
O -1.482923 -3.167351 -1.883376
H -3.712769 -3.826841 0.872899
H -1.873130 -4.052708 0.746053
H -2.285605 -5.711482 0.362990
H -2.444595 -4.761711 -2.127818
H -0.815684 -5.058048 -1.498904
H -1.091413 -2.636751 -1.185668
O -3.812323 1.186962 -3.722145
C -4.261613 2.496882 -3.899768
C -3.372078 3.245693 -4.914587
O -3.438359 4.707473 -4.683621
H -2.907011 1.209507 -3.403541
H -5.192456 2.614283 -4.454598
H -4.173445 3.086978 -2.987561
H -3.886550 2.890544 -5.807494
H -2.369337 2.818777 -4.895529
H -2.965122 5.223837 -5.340132
O 2.990010 -3.406276 4.207082
C 2.908759 -3.565964 2.879854
C 1.678839 -4.405086 2.441649
O 0.494699 -3.565272 2.530566
H 2.277356 -2.810658 4.449918
H 2.776183 -2.594920 2.402780
H 3.781893 -3.984440 2.379237
H 1.479079 -5.316531 3.005089
H 1.691694 -4.826704 1.436573
H 0.027643 -3.636735 3.366241
O 4.693128 -0.391434 2.062613
C 3.538071 0.400143 2.672989
C 3.699638 0.414831 4.193864
O 4.813796 1.077792 4.688294
H 5.425247 -0.575771 2.655585
H 3.500914 1.454051 2.397338
H 2.572628 0.051383 2.306383
H 3.573768 -0.606452 4.553370
H 2.839832 0.875896 4.679936
H 5.500362 0.564568 5.120536
O -1.202962 3.659249 4.885832
C -0.617819 2.413310 4.716408
C -0.589031 2.019080 3.208800
O 0.268021 2.741912 2.412428
H -0.762362 3.960417 5.683814
H 0.364594 2.302794 5.175468
H -1.255073 1.717565 5.262247
H -1.513036 2.266047 2.686004
H -0.355798 0.964726 3.060373
H 0.229978 2.378889 1.524529
O 0.154323 -1.872687 0.065009
C 0.403575 -0.486678 0.019501
C -0.722030 0.355626 -0.706950
O -0.229548 1.694861 -0.650804
H 0.380610 -2.185194 0.944053
H 0.730995 -0.169502 1.009594
H 1.302482 -0.202210 -0.527434
H -1.574609 0.346692 -0.027888
H -0.965172 0.111591 -1.741080
H 0.208792 1.940736 -1.468734
O -0.292985 3.247250 -6.319552
C 0.744924 2.543813 -5.584819
C 0.313098 1.859921 -4.252432
O 0.188124 2.703884 -3.147594
H -0.777961 2.605014 -6.842931
H 1.102043 1.781058 -6.276743
H 1.522097 3.278000 -5.372488
H 0.927987 0.980754 -4.059888
H -0.617073 1.314961 -4.413316
H 0.086377 3.614729 -3.433244

Forces on the atoms, in the same order (eV/Å):
O -1.6 0.1 0.1
C 0.8 1.9 0.2
C -0.9 -2.4 -0.2
O 0.1 1.7 0.5
H -0.6 0.1 -0.2
H 1.4 -0.3 0.0
H 0.3 -0.4 -0.6
H -0.1 -0.9 0.1
H 0.3 -0.2 0.0
H 0.5 0.3 0.2
O -0.6 -0.6 -0.4
C 1.4 2.2 -0.2
C -0.3 0.5 0.0
O -0.2 -2.0 0.2
H 0.0 0.1 0.1
H -0.7 -1.0 1.3
H -0.7 -0.1 0.3
H 0.7 0.8 -1.0
H 0.2 0.5 0.1
H 0.1 -0.5 -0.3
O 0.5 0.0 2.7
C -1.3 -0.8 -3.8
C -0.7 0.1 0.4
O 0.2 0.2 -0.5
H 0.0 0.1 0.3
H 0.0 0.2 -0.4
H 0.4 -0.2 0.7
H 0.4 0.1 0.7
H 0.4 0.7 -0.4
H 0.2 -0.3 0.1
O -2.5 1.2 -0.3
C 2.6 -0.1 0.6
C -1.8 -1.3 0.3
O 0.9 0.9 -0.3
H -0.3 0.5 0.6
H 0.9 0.1 -0.6
H 0.2 -0.8 0.3
H 0.7 -0.4 0.1
H -0.3 0.5 -0.4
H -0.4 -0.5 -0.2
O 0.5 1.1 0.4
C -0.3 -1.7 -1.6
C -1.2 -0.1 0.2
O 2.5 1.3 0.0
H -0.4 0.8 0.1
H 0.4 0.4 -0.2
H 0.0 -0.7 -0.3
H -1.2 -0.7 1.1
H -0.3 -0.5 0.6
H -0.1 0.1 -0.4
O -0.1 0.0 -0.3
C 0.2 0.5 -1.4
C 1.3 0.6 2.3
O -0.3 0.0 0.7
H -0.1 -0.4 0.2
H -1.1 0.7 0.3
H 0.4 -0.6 -0.6
H -0.5 -0.2 -0.6
H 0.1 -0.7 0.2
H -0.1 0.2 -0.3
O 0.5 0.0 1.0
C -0.8 -0.3 -0.1
C -0.5 -0.6 -1.8
O 0.4 0.1 0.3
H -0.1 -0.1 0.0
H 0.5 -0.1 0.3
H 0.1 -0.1 -0.1
H 0.9 0.5 0.4
H -0.7 0.4 -0.3
H -0.1 0.1 0.0